12
Properties=species:S:1:pos:R:3 method="wB97M-V/def2-TZVPD" total_energy_ha=-360.60793 e_homo_ev=-10.36 lumo_energy_ev=0.819 smiles="O=C[C@H]1CN=CO1" de_lowest_kj_mol=161.4
O 1.99 -1.72 0.83
C 1.01 -1.04 1.02
C 0.63 0.13 0.12
C -0.40 -0.45 -0.83
N -1.27 0.76 -1.23
C -1.08 1.55 -0.25
O -0.12 1.18 0.73
H 0.26 -1.28 1.79
H 1.53 0.51 -0.39
H 0.09 -1.09 -1.58
H -1.10 -1.08 -0.24
H -1.54 2.52 0.01